[1]
ORCA calculation (ωB97M-V with the def2-TZVPD basis set) on C20H20ClFN4O3S in the gas phase.

Positions of all 50 atoms, in Å:
C 2.1915 5.2484 -2.8141
C 2.9847 3.9653 -2.6082
O 2.1458 2.8188 -2.6874
C 1.4896 2.4657 -1.5639
O 1.6202 3.0389 -0.5022
C 0.6410 1.3185 -1.8047
S 0.5864 0.6439 -3.4161
C -0.5872 -0.5222 -2.8973
N -0.9943 -1.4849 -3.7050
C -1.8570 -2.3403 -3.1904
C -2.4076 -2.2240 -1.9253
C -2.0532 -1.1582 -1.0858
N -2.6714 -0.9535 0.1176
C -3.0669 0.3751 0.5297
C -3.5248 -1.9767 0.6718
C -1.0096 -0.3204 -1.5643
C -0.2265 0.6988 -0.9205
N -0.3846 0.9919 0.4018
C 0.5216 1.0794 1.2846
N 1.8415 0.8687 1.1517
O 2.6349 0.6270 2.2595
C 2.8875 -0.7651 2.4500
C 1.6193 -1.5708 2.5519
C 1.0518 -2.1304 1.4103
F 1.6880 -1.9679 0.2324
C -0.1252 -2.8516 1.4286
C -0.7762 -3.0186 2.6377
C -0.2586 -2.4642 3.7943
C 0.9245 -1.7418 3.7478
Cl 1.5392 -1.0519 5.2024
H 1.6623 5.2127 -3.7633
H 1.4690 5.3676 -2.0102
H 2.8659 6.1001 -2.8121
H 3.7269 3.8296 -3.3979
H 3.4759 3.9795 -1.6289
H -2.1579 -3.1458 -3.8467
H -3.1630 -2.9320 -1.6283
H -2.7321 0.5719 1.5488
H -2.6377 1.1247 -0.1243
H -4.1591 0.4597 0.4910
H -3.6438 -1.7733 1.7363
H -3.0695 -2.9579 0.5574
H -4.5208 -1.9895 0.2099
H 0.2150 1.3341 2.2931
H 2.2466 0.6088 0.2603
H 3.4586 -0.8068 3.3781
H 3.5022 -1.1445 1.6224
H -0.5040 -3.2632 0.5075
H -1.6922 -3.5857 2.6831
H -0.7668 -2.5876 4.7371

The value obtained for the HOMO-LUMO gap is 0.2882 hartree. Its total charge is 0. The calculation puts the energy above the lowest of the compared OMol25 structures with the same formula, charge and spin at 0.0 kJ/mol. The multiplicity is 1. Its lowest unoccupied orbital energy is 0.235 eV. For the total energy, the calculation gives -59241.14960 eV. The SMILES is CCOC(=O)c1sc2nccc(N(C)C)c2c1/N=C\NOCc1c(F)cccc1Cl.

---

[2]
ORCA calculation (ωB97M-V with the def2-TZVPD basis set) on C20H20F2N4O3 in the gas phase at a distorted geometry.

Positions of all 49 atoms, in Å:
C -1.1057 -2.3040 -0.2895
N -2.4970 -2.1836 0.0444
C -3.4067 -3.2028 0.0522
C -4.5986 -2.6487 0.4162
N -4.4407 -1.3179 0.6244
C -3.1764 -1.0575 0.3962
C -2.5224 0.2867 0.5121
C -3.5169 1.3624 0.9722
C -4.5725 1.6391 -0.0944
C -3.9035 1.9768 -1.4229
C -2.9475 0.8528 -1.8142
N -1.9532 0.6712 -0.7704
C -0.6837 1.0362 -1.0255
O -0.3095 1.3902 -2.1338
C 0.3292 1.0179 0.0700
C 1.5130 1.8019 0.0178
C 2.1838 1.4623 1.1555
C 3.5020 1.8964 1.7133
O 4.5545 1.7438 0.7894
C 4.9333 0.4885 0.4215
C 4.4190 -0.7014 0.9230
C 4.8953 -1.9246 0.4778
C 5.8922 -1.9591 -0.4752
F 6.3542 -3.1468 -0.9085
C 6.4332 -0.7972 -1.0003
C 5.9456 0.4083 -0.5446
F 6.4592 1.5462 -1.0399
O 1.4705 0.5426 1.8301
N 0.3296 0.2793 1.1540
H -0.5014 -1.7375 0.4202
H -0.8201 -3.3542 -0.2523
H -0.9120 -1.9215 -1.2952
H -3.1341 -4.2082 -0.1945
H -5.5547 -3.1148 0.5411
H -1.7088 0.2077 1.2396
H -3.9966 1.0204 1.8881
H -2.9572 2.2764 1.1864
H -5.1910 0.7488 -0.2066
H -5.2102 2.4640 0.2267
H -4.6511 2.1050 -2.2062
H -3.3393 2.9082 -1.3336
H -2.4197 1.0860 -2.7402
H -3.5040 -0.0813 -1.9353
H 1.7933 2.4879 -0.7518
H 3.4797 2.9705 1.9223
H 3.7000 1.3530 2.6461
H 3.6416 -0.6965 1.6688
H 4.4934 -2.8447 0.8698
H 7.2118 -0.8280 -1.7443

The value obtained for the HOMO-LUMO gap is 0.3355 hartree. Its total charge is 0. The calculation puts the energy above the lowest of the compared OMol25 structures with the same formula, charge and spin at 102.4 kJ/mol. The multiplicity is 1. Its lowest unoccupied orbital energy is 0.482 eV. For the total energy, the calculation gives -38601.30357 eV. The SMILES is Cn1ccnc1[C@@H]1CCCCN1C(=O)c1cc(COc2ccc(F)cc2F)on1.

---

[3]
ORCA calculation (ωB97M-V with the def2-TZVPD basis set) on a molecular structure, C20H20MoN4O2 at a distorted geometry.

Positions of all 47 atoms, in Å:
Mo -0.0111 0.2478 0.0547
O -1.4970 0.5754 -0.9877
C -2.5130 -0.0099 -1.6481
C -3.4593 0.7467 -2.3221
C -4.4480 0.0934 -3.0316
C -4.5065 -1.3046 -3.0620
C -3.5725 -2.0483 -2.3823
C -2.5504 -1.4143 -1.6545
C -1.5623 -2.1947 -0.9742
N -0.5766 -1.7434 -0.2606
C 0.3545 -2.7473 0.2974
C 1.0479 -2.1674 1.5228
N 1.3612 -0.7456 1.2807
C 2.3649 -0.2428 1.9327
C 2.8696 1.0907 1.8150
C 4.0485 1.4625 2.4844
C 4.5974 2.7062 2.2853
C 3.9795 3.6170 1.4217
C 2.7943 3.2998 0.7857
C 2.2481 2.0455 0.9920
O 1.0931 1.6791 0.3926
H -3.3966 1.8264 -2.2978
H -5.1768 0.6720 -3.5829
H -5.2855 -1.7982 -3.6255
H -3.6118 -3.1303 -2.4107
H -1.6491 -3.2747 -1.0804
H 1.0934 -2.9963 -0.4658
H -0.1829 -3.6555 0.5669
H 1.9513 -2.7351 1.7404
H 0.3826 -2.2401 2.3861
H 2.9029 -0.8994 2.6149
H 4.5337 0.7513 3.1418
H 5.5129 2.9811 2.7894
H 4.4355 4.5819 1.2463
H 2.2973 3.9986 0.1270
C -3.8442 2.4697 3.4221
N -2.7522 1.5847 3.0082
C -1.7653 1.0858 3.8240
C -0.9371 0.3647 3.0297
N -1.4212 0.4012 1.7316
C -2.5092 1.1640 1.7679
H -3.8880 2.4877 4.5063
H -4.7897 2.1040 3.0303
H -3.6656 3.4776 3.0549
H -1.7412 1.2769 4.8827
H -0.0582 -0.1872 3.3042
H -3.1429 1.3846 0.9246

The value obtained for the HOMO-LUMO gap (spin up / spin down) is 0.2547 / 0.2556 hartree. Its total charge is +2. The calculation puts the energy above the lowest of the compared OMol25 structures with the same formula, charge and spin at 52.5 kJ/mol. The multiplicity is 1. Its lowest unoccupied orbital energy (spin up / spin down) is -7.422 / -7.414 eV. For the total energy, the calculation gives -32962.68938 eV.

---

[4]
ORCA calculation (ωB97M-V with the def2-TZVPD basis set) on C20H20N2O in the gas phase at a distorted geometry.

Positions of all 43 atoms, in Å:
C -5.0922 -2.6784 -0.5290
C -4.2600 -1.3957 -0.4068
C -3.0384 -1.0517 -1.0571
C -2.4731 0.0212 -0.8863
C -3.0327 0.8618 -0.1831
N -2.3838 2.2201 0.1549
C -1.1490 2.7902 0.1470
O -0.8731 3.8592 -0.0859
C -0.1068 1.3210 0.2046
C -0.2550 0.1766 1.1719
C 0.8197 -0.3747 1.2277
C 1.3551 -1.5260 1.6862
N 1.7604 0.3362 0.1751
C 3.0902 0.0788 0.0792
C 3.9543 -0.1161 1.2296
C 5.3145 -0.3782 0.5347
C 5.7888 -0.7742 -0.5391
C 4.7996 -0.8485 -1.5610
C 3.5236 -0.1252 -1.3191
C 1.1858 1.5706 -0.1290
C 1.8350 2.3440 -1.0541
C -4.3437 0.7240 0.6323
C -5.0417 -0.5131 0.5623
H -5.6627 -3.0084 0.4178
H -5.9519 -2.5222 -1.2315
H -4.5438 -3.5324 -0.7805
H -2.8857 -1.7708 -1.5774
H -1.6131 0.2735 -1.3539
H -3.0330 3.0891 0.5309
H -1.2091 0.0029 1.7411
H 0.3136 -2.1383 2.0980
H 1.7490 -1.4792 2.5909
H 1.7572 -2.1405 1.2476
H 3.7439 0.0847 2.0901
H 5.9986 -0.6725 1.4551
H 6.7321 -0.9819 -0.7943
H 5.1226 -0.8974 -2.5068
H 2.6853 -0.2307 -1.9731
H 1.3091 3.3583 -0.9426
H 1.8859 2.3681 -2.0417
H 2.9224 2.5978 -0.8976
H -4.7732 1.6037 1.1129
H -5.9247 -0.5259 0.7606

The value obtained for the HOMO-LUMO gap is 0.2970 hartree. Its total charge is 0. The calculation puts the energy above the lowest of the compared OMol25 structures with the same formula, charge and spin at 1667.4 kJ/mol. The multiplicity is 1. Its lowest unoccupied orbital energy is 0.444 eV. For the total energy, the calculation gives -26075.25400 eV. The SMILES is Cc1ccc(NC(=O)c2cc(C)n(-c3ccccc3)c2C)cc1.

---

[5]
ORCA calculation (ωB97M-V with the def2-TZVPD basis set) on C20H20N2O3S3 in the gas phase at a distorted geometry.

Positions of all 48 atoms, in Å:
O -2.1387 -3.2756 1.0809
C -1.8302 -2.5078 0.2020
C -2.6242 -1.3782 -0.2851
C -3.7798 -1.0044 0.3081
C -4.6157 0.0898 -0.0185
C -5.8007 0.4230 0.6067
C -6.4044 1.5680 0.0729
C -5.6849 2.1075 -0.9530
S -4.2548 1.2279 -1.2886
S -1.8325 -0.6188 -1.6411
C -0.4687 -1.7237 -1.5282
S 0.8149 -1.6603 -2.5375
N -0.6528 -2.6133 -0.5290
C 0.3799 -3.5230 -0.0793
C 1.0562 -3.0005 1.1904
C 1.7945 -1.6788 0.9744
C 0.8336 -0.5018 0.8792
O -0.3039 -0.5436 1.3143
N 1.3095 0.5944 0.2376
C 0.4280 1.7189 -0.0105
C 0.8252 2.9497 0.8162
O -0.0317 4.0371 0.5879
C 2.6627 0.7473 -0.1660
C 2.9820 0.8550 -1.5137
C 4.3001 1.0255 -1.8980
C 5.3020 1.0977 -0.9453
C 4.9834 1.0027 0.3993
C 3.6682 0.8327 0.7910
H -4.0937 -1.6183 1.1443
H -6.2070 -0.1494 1.4209
H -7.3315 1.9798 0.4291
H -5.9144 2.9791 -1.5335
H 1.1017 -3.6404 -0.8908
H -0.1018 -4.4806 0.1345
H 0.2951 -2.8613 1.9604
H 1.7610 -3.7601 1.5301
H 2.4097 -1.7226 0.0736
H 2.4548 -1.5016 1.8259
H -0.5845 1.4115 0.2613
H 0.4527 1.9677 -1.0780
H 0.7416 2.7227 1.8814
H 1.8695 3.2200 0.5943
H -0.0190 4.2553 -0.3511
H 2.2045 0.7814 -2.2581
H 4.5433 1.0977 -2.9472
H 6.3294 1.2303 -1.2489
H 5.7601 1.0675 1.1465
H 3.4116 0.7739 1.8383

The value obtained for the HOMO-LUMO gap is 0.2688 hartree. Its total charge is 0. The calculation puts the energy above the lowest of the compared OMol25 structures with the same formula, charge and spin at 0.0 kJ/mol. The multiplicity is 1. Its lowest unoccupied orbital energy is -0.739 eV. For the total energy, the calculation gives -62693.85534 eV. The SMILES is O=C1/C(=C/c2cccs2)SC(=S)N1CCCC(=O)N(CCO)c1ccccc1.